Entry 1
Computed, not measured: a cluster of 3 separate species, C3H14N2O3 in total, with wB97M-V/def2-TZVPD.

Each line ends with the natural charge from an NBO analysis.
Positions of all 22 atoms, in Å:
C1 -1.4981 0.6762 -0.3888  -0.2554
N1 -0.2029 1.0532 -0.9428  -0.6650
C2 0.7555 1.7800 -0.0085  0.0743
O1 1.9928 0.9912 -0.1796  -0.7983
C3 -1.8934 -0.9041 -0.6713  -0.2216
N2 -0.7912 -1.5462 -1.3345  -0.8643
H1 -2.2977 1.4289 -0.7071  0.1694
H2 -1.4987 0.8131 0.6360  0.1910
H3 -0.3620 1.5802 -1.7857  0.3639
H4 0.7432 2.7725 -0.2451  0.1652
H5 0.4769 1.5269 1.0689  0.1861
H6 1.7175 0.0623 -0.6799  0.5106
H7 -2.3041 -1.3987 0.2718  0.1912
H8 -2.6733 -0.8883 -1.4845  0.1866
H9 -0.5462 -1.3628 -2.2962  0.3751
H10 0.1008 -1.5106 -0.7060  0.3691
H11 2.8395 -2.1010 0.4801  0.4712
H12 2.0014 -1.3889 1.3868  0.4670
O2 2.0187 -1.7285 0.4574  -0.9262
H13 1.0015 0.1928 1.7432  0.4863
H14 0.0085 -0.4029 2.8723  0.4809
O3 0.4114 0.3546 2.5136  -0.9572

Properties
charge = 0
highest occupied orbital energy = -8.5 eV
HOMO-LUMO gap = 8.910 eV
SMILES = NCCNCO.O.O

=====

Entry 2
Computed, not measured: a cluster of 4 separate species, C3H14N2O3 in total, with wB97M-V/def2-TZVPD.

Each line ends with the natural charge from an NBO analysis.
Positions of all 22 atoms, in Å:
C1 -0.1999 1.1367 -2.2540  -0.6400
C2 -0.3942 0.3912 -1.0083  0.1254
C3 -0.7557 -0.9454 -1.0594  -0.1122
N1 -0.8060 -1.5347 0.2132  -0.8837
N2 -0.1965 1.0905 0.2339  -0.8813
H1 -0.8128 2.2364 -2.0932  0.2056
H2 -0.7963 0.6362 -3.1435  0.2288
H3 0.8804 1.2987 -2.4982  0.2277
H4 -1.1655 -1.3683 -1.9417  0.2051
H5 -1.3580 -0.9049 0.8264  0.4028
H6 -1.4446 -2.3386 0.2710  0.3747
H7 0.7008 1.6327 0.1883  0.4160
H8 0.0679 0.4613 1.0284  0.3879
H9 2.1547 -2.2266 0.3083  0.4774
H10 0.8341 -1.8860 1.1424  0.5141
O1 1.8208 -1.6039 0.9962  -0.9984
H11 -3.3069 1.1693 1.6716  0.4800
H12 -1.8100 1.1064 1.1163  0.4998
O2 -2.6397 0.5991 1.2840  -1.0019
H13 3.4850 0.6386 1.3325  0.4734
H14 2.3424 -0.0141 0.4771  0.5040
O3 2.7372 0.9014 0.7341  -1.0052

Properties
charge = 0
highest occupied orbital energy = -7.8 eV
HOMO-LUMO gap = 8.547 eV
SMILES = C/C(N)=C/N.O.O.O

=====

Relative energies with respect to the most stable structure, expressed in kJ/mol: entry 1 162.8; entry 2 0.0.